{"formula": "C22H30N4O3", "method": "ωB97M-V with the def2-TZVPD basis set", "elements": ["C", "H", "H", "H", "C", "N", "C", "H", "C", "N", "C", "O", "C", "O", "C", "C", "N", "C", "C", "C", "C", "C", "C", "H", "H", "H", "H", "C", "H", "H", "C", "O", "N", "C", "H", "C", "H", "H", "H", "H", "C", "C", "H", "H", "H", "H", "H", "H", "C", "C", "H", "H", "H", "H", "H", "H", "H", "H", "H"], "xyz": [[-1.61020, -1.55629, 6.33696], [-2.59175, -1.09032, 6.31183], [-1.73987, -2.62749, 6.46900], [-1.05619, -1.17076, 7.18847], [-0.85563, -1.25391, 5.04450], [0.48703, -1.81823, 5.11079], [1.56651, -1.00720, 4.58284], [2.45048, -1.15345, 5.21611], [1.92133, -1.37867, 3.12127], [0.76950, -1.98843, 2.50362], [-0.12305, -1.30879, 1.76073], [-1.17057, -1.78168, 1.35291], [0.22036, 0.14787, 1.45676], [0.04084, 1.00772, 2.30470], [0.63816, 0.42807, 0.10308], [0.68900, 1.69735, -0.44200], [1.06492, 1.64819, -1.73497], [1.30287, 0.33423, -2.07563], [1.72807, -0.20299, -3.28358], [1.88598, -1.57149, -3.34579], [1.63075, -2.38146, -2.23779], [1.21271, -1.85115, -1.03618], [1.03831, -0.47240, -0.94339], [1.01509, -2.49124, -0.19188], [1.76586, -3.44891, -2.32848], [2.21418, -2.02637, -4.26800], [1.92609, 0.42311, -4.13896], [1.18594, 2.76545, -2.62838], [2.23109, 2.88125, -2.94044], [0.88033, 3.67737, -2.10815], [0.38497, 2.61944, -3.93775], [0.97573, 2.68414, -5.00012], [-0.94633, 2.44444, -3.86264], [-1.74837, 2.40930, -2.65730], [-2.64534, 3.01145, -2.83597], [-2.16352, 0.99013, -2.26869], [-2.65788, 1.00403, -1.30153], [-1.30081, 0.33376, -2.20195], [-2.85095, 0.57092, -2.99877], [-1.20349, 2.87086, -1.83539], [-1.67168, 2.33386, -5.12070], [-2.08608, 3.70220, -5.65214], [-2.71972, 4.22352, -4.93756], [-1.20188, 4.30456, -5.84266], [-2.63531, 3.58578, -6.58206], [-1.01015, 1.85056, -5.84264], [-2.54636, 1.70259, -4.95939], [0.45922, 2.62387, 0.05021], [0.41547, -3.26793, 3.08666], [0.57888, -3.17647, 4.62660], [1.55924, -3.56286, 4.92087], [-0.18332, -3.78235, 5.11719], [-0.61598, -3.47933, 2.79816], [1.06204, -4.05197, 2.67652], [2.22777, -0.49796, 2.55671], [2.73686, -2.10906, 3.09317], [1.27772, 0.04258, 4.63507], [-1.43076, -1.63744, 4.19231], [-0.77810, -0.17197, 4.92382]], "molar_mass_g_mol": 398.5, "total_charge": 0, "lumo_ev": 0.31, "smiles": "CCN1CCN(C(=O)C(=O)c2cn(CC(=O)N(CC)CC)c3ccccc23)CC1", "homo_lumo_gap_ev": 8.530, "fmax_ev_per_a": 0.7}